No. 1
C39H53BCrF2IN14PS as an isolated structure. Source: OMol25; level of theory: ωB97M-V with the def2-TZVPD basis set.

CARTESIAN COORDINATES (ANGSTROEM)
Cr -1.2937 -0.3341 -0.3711
C -6.1228 1.8916 1.0379
C -4.9676 2.6592 1.1133
N -3.8271 2.1790 1.5953
C -3.8465 0.9100 1.9983
C -5.0062 0.1442 1.9240
N -6.1454 0.6285 1.4426
C -2.6230 0.3321 2.6267
C -2.5756 0.3472 3.9974
C -1.4861 -0.2584 4.6555
C -0.5335 -0.8613 3.8846
C -0.6405 -0.8692 2.4706
N -1.6764 -0.2344 1.8431
C 0.2739 -1.5979 1.6821
C 1.3417 -2.3921 2.1413
N 1.7313 -3.4881 1.5403
C 0.8689 -3.9158 0.5549
C -0.0407 -3.1403 -0.0557
N -0.0566 -1.7458 0.2922
C -1.3939 -0.2516 6.1314
C -1.7491 0.8749 6.8642
C -1.6297 0.8438 8.2456
N -1.1985 -0.2152 8.9233
C -0.8687 -1.2945 8.2185
C -0.9458 -1.3629 6.8359
H -7.0420 2.3056 0.6409
H -4.9692 3.6919 0.7799
H -5.0069 -0.8828 2.2724
H -3.3964 0.7791 4.5532
H 0.3040 -1.3659 4.3448
H 1.8788 -2.1155 3.0463
H 0.9258 -4.9684 0.3071
H -0.7508 -3.4755 -0.7949
H -2.0994 1.7757 6.3761
H -1.8951 1.7148 8.8342
H -0.5275 -2.1522 8.7866
H -0.6834 -2.2816 6.3273
N 0.5538 -0.7954 -0.6349
P 1.7772 -1.0879 -1.6873
N 3.1594 -0.7334 -0.8873
C 4.4028 -0.5833 -1.6531
C 4.8214 0.8799 -1.7284
C 4.9526 1.4738 -0.3287
C 3.6641 1.2727 0.4635
C 3.2470 -0.1920 0.4726
N 1.4718 -0.1095 -2.9786
C 0.9496 1.2454 -2.7266
C 1.0250 2.1112 -3.9778
C 0.4821 1.3444 -5.1781
C 1.3134 0.0698 -5.4274
C 2.2167 -0.2459 -4.2399
N 2.0008 -2.5688 -2.3329
C 1.0652 -3.1163 -3.3322
C 1.8324 -3.9110 -4.3800
C 2.5622 -5.1104 -3.7475
C 2.7084 -4.9288 -2.2353
C 3.0614 -3.4963 -1.8672
H 4.2685 -1.0013 -2.6514
H 5.1833 -1.1734 -1.1600
H 4.0661 1.4362 -2.2950
H 5.7628 0.9616 -2.2753
H 5.2070 2.5330 -0.3878
H 5.7789 0.9794 0.1933
H 2.8532 1.8677 0.0291
H 3.7919 1.6122 1.4943
H 2.2854 -0.3148 0.9624
H 3.9815 -0.7932 1.0207
H 1.4919 1.7177 -1.9025
H -0.0998 1.1579 -2.4340
H 2.0524 2.4364 -4.1600
H 0.4447 3.0168 -3.7923
H 0.4758 1.9773 -6.0653
H -0.5550 1.0728 -4.9743
H 1.9466 0.1836 -6.3096
H 0.6518 -0.7767 -5.6202
H 3.0836 0.4233 -4.2383
H 2.6057 -1.2575 -4.3137
H 0.5221 -2.2911 -3.7909
H 0.3240 -3.7543 -2.8428
H 2.5519 -3.2467 -4.8650
H 1.1410 -4.2371 -5.1576
H 3.5449 -5.2270 -4.2074
H 2.0164 -6.0337 -3.9451
H 3.4808 -5.5878 -1.8377
H 1.7789 -5.2068 -1.7393
H 4.0109 -3.2328 -2.3451
H 3.1905 -3.3956 -0.7910
F -1.7032 -0.6404 -3.4354
B -1.7583 -1.2922 -2.2656
F -2.1752 -2.5598 -2.3894
I -6.8398 1.1635 -2.8211
C -4.9277 1.2955 -2.0811
C -4.0564 2.3596 -2.1852
N -2.9359 2.0125 -1.5383
N -3.0339 0.7919 -0.9997
C -4.2410 0.3372 -1.3302
H -4.1593 3.3136 -2.6740
H -2.0915 2.5473 -1.3032
H -4.5635 -0.6496 -1.0384
C -2.4805 5.3664 1.8583
N -1.8102 4.5435 0.8731
C -0.9319 3.5733 1.1642
S -0.2238 2.6675 -0.1041
N -0.6219 3.3929 2.4424
C 0.3417 2.4371 2.9634
H -3.1605 6.0409 1.3458
H -1.7756 5.9731 2.4335
H -3.0674 4.7425 2.5369
H -1.9010 4.7623 -0.1026
H -1.0706 3.9865 3.1212
H 0.7662 1.8761 2.1351
H -0.1476 1.7524 3.6514
H 1.1378 2.9673 3.4858

The energy above the lowest of the compared OMol25 structures with the same formula, charge and spin comes out at 0.990 eV. The spin multiplicity is 4. The value obtained for the HOMO-LUMO gap (alpha / beta) is 6.83 / 7.11 eV. The net charge is +1. The highest occupied orbital energy (alpha / beta) is -0.348 / -0.349 Ha. The LUMO energy (alpha / beta) comes out at -2.6 / -2.4 eV.



No. 2
C39H53BrN2O2PPtSSb2 as an isolated structure at a distorted geometry. Source: OMol25; level of theory: ωB97M-V with the def2-TZVPD basis set.

CARTESIAN COORDINATES (ANGSTROEM)
Pt -0.2659 -0.1828 0.4093
C 3.9080 1.1357 -0.0665
Sb 2.3778 -0.3465 0.1230
C 3.1713 -1.6614 -1.4024
C 3.3710 -1.5357 1.7108
C 3.8218 -0.7096 2.8409
C 5.0758 -0.1038 2.7629
C 5.5456 0.7202 3.7633
C 4.7647 0.9552 4.8848
C 3.5284 0.3533 4.9894
C 3.0389 -0.4913 3.9908
C 1.7180 -1.1143 4.1731
Sb 0.1460 0.1282 3.1773
C -1.2711 0.0592 4.8211
C 0.9971 2.0297 3.6630
H 3.9879 1.7237 0.8417
H 3.6484 1.7911 -0.8889
H 4.8493 0.6329 -0.2701
H 4.1838 -1.9359 -1.1244
H 3.1978 -1.1380 -2.3537
H 2.5780 -2.5646 -1.5040
H 4.2206 -1.9827 1.2047
H 2.6817 -2.3233 2.0017
H 5.6960 -0.3030 1.9013
H 6.5210 1.1741 3.6745
H 5.1253 1.5949 5.6755
H 2.9355 0.5084 5.8803
H 1.4110 -1.1149 5.2157
H 1.6656 -2.1323 3.7955
H -0.7117 0.2050 5.7383
H -1.7719 -0.9035 4.8607
H -2.0144 0.8396 4.7151
H 1.2000 2.0660 4.7289
H 0.2982 2.8096 3.3847
H 1.9237 2.1639 3.1108
Br 2.4116 7.6103 -0.5003
C 0.9137 6.5001 -0.1220
C -0.3498 7.0658 -0.0536
C -1.4319 6.2561 0.2462
C -1.2545 4.9010 0.4623
C 0.0101 4.3362 0.3482
C 1.1064 5.1423 0.0637
C 0.1941 2.8366 0.4346
O 1.1772 2.3298 -0.1175
O -0.7041 2.1835 1.0343
H -0.4852 8.1217 -0.2337
H -2.4215 6.6853 0.3039
H -2.0957 4.2736 0.7110
H 2.0876 4.7001 -0.0149
N -0.5590 -7.6652 -0.6881
C 0.0427 -6.9505 0.2716
S 0.8870 -7.6707 1.4901
C 0.0018 -5.4852 0.1991
C 0.0418 -4.7855 -1.0080
C 0.1162 -3.4040 -0.9771
N 0.1197 -2.6987 0.1487
C 0.0595 -3.3633 1.2980
C 0.0119 -4.7387 1.3768
H -0.5014 -8.6714 -0.6495
H -1.1315 -7.2378 -1.3975
H 0.0702 -5.3002 -1.9557
H 0.1856 -2.8386 -1.8947
H 0.0474 -2.7619 2.1999
H -0.0065 -5.2499 2.3271
C -3.6146 0.7122 2.2079
C -3.9857 0.6513 0.7254
C -4.1287 2.0893 0.2338
C -5.3013 -0.1033 0.5354
P -2.5665 -0.2424 -0.1773
C -3.0419 -1.9969 0.0709
C -3.6150 -2.8605 -0.8558
C -3.9273 -4.1646 -0.5056
C -3.6852 -4.6284 0.7750
C -3.1070 -3.7807 1.7053
C -2.7743 -2.4888 1.3496
C -2.5710 0.1819 -2.0254
C -1.9576 1.5812 -2.1579
C -3.8991 0.1437 -2.7787
C -1.5613 -0.7903 -2.6455
H -4.3491 1.3129 2.7425
H -2.6355 1.1812 2.3155
H -3.6041 -0.2749 2.6625
H -4.8489 2.6123 0.8638
H -4.4940 2.1383 -0.7867
H -3.1702 2.5957 0.3075
H -6.1115 0.4758 0.9760
H -5.2693 -1.0738 1.0254
H -5.5261 -0.2521 -0.5180
H -3.8285 -2.5319 -1.8601
H -4.3819 -4.8151 -1.2381
H -3.9478 -5.6391 1.0483
H -2.9028 -4.1365 2.7035
H -2.2864 -1.8368 2.0657
H -2.6595 2.3743 -1.9243
H -1.6190 1.7323 -3.1816
H -1.0961 1.6668 -1.4934
H -4.5818 0.9098 -2.4220
H -4.4001 -0.8172 -2.7182
H -3.7025 0.3522 -3.8315
H -0.5904 -0.6486 -2.1492
H -1.4328 -0.5683 -3.7043
H -1.8631 -1.8288 -2.5464

The energy above the lowest of the compared OMol25 structures with the same formula, charge and spin comes out at 0.333 eV. The spin multiplicity is 3. The value obtained for the HOMO-LUMO gap (alpha / beta) is 7.02 / 5.89 eV. The net charge is +1. The highest occupied orbital energy (alpha / beta) is -0.371 / -0.385 Ha. The LUMO energy (alpha / beta) comes out at -3.1 / -4.6 eV.



- What is the spin multiplicity in the second record?
  3



- The lowest spin multiplicity belongs to which entry?
  C39H53BrN2O2PPtSSb2



- Among the records above, which one has the lowest energy above the lowest of the compared OMol25 structures with the same formula, charge and spin?
  C39H53BrN2O2PPtSSb2